No. 1
A cluster of 14 separate species, C4H36N2O14 in total at a distorted geometry, computed with ωB97M-V/def2-TZVPD.

Summary:
HOMO-LUMO gap   8.78 eV
E   -36375.945 eV
Energy above the lowest of the compared OMol25 structures with the same formula, charge and spin   125.8 kcal/mol
LUMO energy   -0.142 eV
Total charge   0

Each atom is followed by the atoms it is bonded to, with distances in Å.
Cartesian coordinates (Å):
1 C 1.449 2.218 -3.293  N2 1.483, H8 1.114, H9 1.061, H10 1.115
2 N 1.191 2.331 -1.837  C1 1.483, C3 1.406, H11 1.020
3 C 1.640 1.284 -1.013  N2 1.406, C4 1.551, H12 1.110, H13 1.141
4 C 0.662 0.080 -0.985  C3 1.551, N5 1.369, O7 1.240
5 N 0.978 -1.251 -0.920  C4 1.369, C6 1.445, H14 1.003
6 C 2.275 -1.731 -1.338  N5 1.445, H15 1.071, H16 1.110, H17 1.157
7 O -0.523 0.345 -1.235  C4 1.240
8 H 0.894 3.132 -3.606  C1 1.114
9 H 1.127 1.354 -3.817  C1 1.061
10 H 2.494 2.406 -3.634  C1 1.115
11 H 0.173 2.395 -1.841  N2 1.020
12 H 2.637 0.929 -1.346  C3 1.110
13 H 1.597 1.429 0.118  C3 1.141
14 H 0.266 -1.899 -1.200  N5 1.003
15 H 3.028 -1.398 -0.652  C6 1.071
16 H 2.260 -2.819 -1.557  C6 1.110
17 H 2.762 -1.369 -2.323  C6 1.157
18 H -2.313 -1.956 -1.034  O20 1.002
19 H -2.573 -3.078 -2.204  O20 0.962
20 O -1.951 -2.447 -1.830  H18 1.002, H19 0.962
21 H 4.711 1.636 -1.428  O23 0.961
22 H 3.966 3.060 -1.499  O23 0.967
23 O 4.147 2.268 -0.974  H21 0.961, H22 0.967
24 H -3.664 1.975 0.543  O26 0.975
25 H -3.359 2.832 1.668  O26 0.990
26 O -2.910 2.515 0.844  H24 0.975, H25 0.990
27 H 0.237 -4.584 -0.114  O29 0.958
28 H 1.486 -4.731 0.804  O29 0.970
29 O 1.051 -5.074 0.008  H27 0.958, H28 0.970
30 H 4.575 -1.950 1.186  O32 0.958
31 H 4.733 -0.976 2.374  O32 0.954
32 O 5.212 -1.535 1.768  H30 0.958, H31 0.954
33 H -2.651 1.964 -2.871  O35 0.969
34 H -2.145 2.803 -1.803  O35 0.970
35 O -2.188 2.810 -2.773  H33 0.969, H34 0.970
36 H -2.370 -2.681 2.031  O38 0.961
37 H -3.086 -3.604 1.059  O38 0.960
38 O -2.278 -3.097 1.170  H36 0.961, H37 0.960
39 H 1.725 -1.383 1.568  O41 0.964
40 H 2.498 -0.962 2.732  O41 0.971
41 O 2.578 -1.566 1.977  H39 0.964, H40 0.971
42 H -2.511 0.934 1.986  O44 1.037
43 H -1.451 0.180 2.732  O44 0.972
44 O -2.289 0.622 2.950  H42 1.037, H43 0.972
45 H 1.365 1.760 3.891  O47 0.968
46 H 0.013 1.456 4.227  O47 0.963
47 O 0.859 0.998 4.205  H45 0.968, H46 0.963
48 H -0.819 2.087 2.059  O50 0.959
49 H -1.152 1.418 0.658  O50 0.976
50 O -0.538 1.434 1.416  H48 0.959, H49 0.976
51 H -2.370 0.397 -1.502  O53 0.968
52 H -3.990 0.716 -1.640  O53 0.953
53 O -3.287 0.202 -1.255  H51 0.968, H52 0.953
54 H -4.218 -0.529 0.664  O56 0.960
55 H -3.832 -0.278 2.132  O56 0.995
56 O -4.274 0.143 1.346  H54 0.960, H55 0.995

These are the natural (NBO) partial charges, in e, on atoms 1 to 6:
1. C -0.43
2. N -0.63
3. C -0.31
4. C 0.71
5. N -0.64
6. C -0.44



No. 2
A cluster of 14 separate species, C4H36N2O15 in total at a distorted geometry, computed with ωB97M-V/def2-TZVPD.

Summary:
HOMO-LUMO gap   9.72 eV
E   -38425.135 eV
Energy above the lowest of the compared OMol25 structures with the same formula, charge and spin   97.4 kcal/mol
LUMO energy   0.032 eV
Total charge   0

Each atom is followed by the atoms it is bonded to, with distances in Å.
Cartesian coordinates (Å):
1 C -0.150 0.483 0.616  C2 1.564, N5 1.438, H9 1.177, H10 1.067
2 C 1.086 1.328 1.069  C1 1.564, C3 1.513, H11 1.159, H12 1.148
3 C 1.857 2.088 0.012  C2 1.513, N4 1.459, H13 1.035, H14 1.134
4 N 0.961 2.862 -0.841  C3 1.459, H15 1.022, H16 1.037
5 N 0.072 -0.928 0.784  C1 1.438, C6 1.359, H17 0.997
6 C -0.884 -1.885 0.909  N5 1.359, O7 1.356, O8 1.227
7 O -2.133 -1.371 1.025  C6 1.356, H18 0.969
8 O -0.605 -3.080 0.940  C6 1.227
9 H -0.400 0.667 -0.520  C1 1.177
10 H -1.037 0.892 1.045  C1 1.067
11 H 1.802 0.641 1.667  C2 1.159
12 H 0.844 2.002 1.967  C2 1.148
13 H 2.702 2.633 0.256  C3 1.035
14 H 2.231 1.212 -0.603  C3 1.134
15 H 0.999 3.764 -0.362  N4 1.022
16 H -0.006 2.488 -0.822  N4 1.037
17 H 0.986 -1.211 0.502  N5 0.997
18 H -2.494 -1.646 1.881  O7 0.969
19 H 2.356 -1.842 -0.671  O21 0.969
20 H 3.556 -0.865 -0.709  O21 0.958
21 O 2.818 -1.153 -0.170  H19 0.969, H20 0.958
22 H 0.141 -0.098 -2.794  O24 0.967
23 H -0.167 0.729 -3.981  O24 0.959
24 O -0.616 0.274 -3.266  H22 0.967, H23 0.959
25 H -3.271 1.891 -2.246  O27 0.990
26 H -1.698 1.572 -2.395  O27 0.977
27 O -2.451 1.599 -1.774  H25 0.990, H26 0.977
28 H -2.491 0.196 3.459  O30 0.951
29 H -3.961 0.560 2.863  O30 0.955
30 O -3.284 -0.094 3.021  H28 0.951, H29 0.955
31 H 3.586 -0.181 -3.021  O33 0.955
32 H 3.697 -1.646 -2.361  O33 0.954
33 O 3.988 -0.738 -2.357  H31 0.955, H32 0.954
34 H 1.203 0.639 4.755  O36 0.942
35 H 2.376 -0.107 3.766  O36 0.951
36 O 1.873 0.630 4.094  H34 0.942, H35 0.951
37 H -1.106 -2.546 -2.797  O39 0.954
38 H -1.000 -3.303 -1.462  O39 0.971
39 O -0.477 -2.880 -2.162  H37 0.954, H38 0.971
40 H 2.236 -3.926 -1.976  O42 0.958
41 H 1.264 -2.893 -2.128  O42 0.991
42 O 2.226 -3.032 -2.322  H40 0.958, H41 0.991
43 H -0.161 2.197 4.433  O45 0.964
44 H -0.211 1.188 3.173  O45 0.950
45 O -0.521 1.389 4.048  H43 0.964, H44 0.950
46 H -3.460 1.893 -0.205  O48 0.958
47 H -3.336 0.530 0.340  O48 0.980
48 O -3.687 1.411 0.590  H46 0.958, H47 0.980
49 H -2.549 -0.574 -2.379  O51 0.962
50 H -3.581 -1.614 -2.706  O51 0.961
51 O -2.642 -1.433 -2.801  H49 0.962, H50 0.961
52 H -0.232 -1.687 3.719  O54 0.962
53 H -0.963 -0.671 4.478  O54 0.962
54 O -0.684 -1.588 4.562  H52 0.962, H53 0.962
55 H 1.262 1.932 -2.875  O57 0.959
56 H 2.419 1.940 -3.770  O57 0.951
57 O 1.717 1.360 -3.495  H55 0.959, H56 0.951

These are the natural (NBO) partial charges, in e, on atoms 1 to 6:
1. C -0.25
2. C -0.45
3. C -0.23
4. N -0.88
5. N -0.65
6. C 0.88